Density functional theory data (ωB97M-V/def2-TZVPD) for a 2-piece molecular cluster, CH3ClN2O overall.

Geometry as XYZ:
```
8
Properties=species:S:1:pos:R:3:forces:R:3
Cl -1.6381 0.8013 -1.1063 0.348 0.161 -0.170
O 3.6533 -0.6964 -0.1431 1.659 -0.588 0.398
N 1.3303 -0.4426 -0.1269 -0.671 -0.067 0.719
N -2.2850 0.8881 0.4847 -0.692 -0.580 0.406
C 2.5055 -0.6886 -0.1332 -0.489 0.880 -0.743
H -1.5465 0.9916 1.1798 0.240 -0.048 -0.501
H -2.6827 -0.0471 0.6120 0.088 0.447 0.209
H 0.6632 -0.8063 -0.7669 -0.483 -0.206 -0.319
```
Forces are in eV/Å.

Properties
Kohn-Sham gap (eV): 10.59
Structure (SMILES): N=C=O.NCl
M (g/mol): 94.501
ΔE to the lowest compared entry with this formula, charge and spin (kcal per mole): 2.64
Electronic energy (eV): -18634.6746

Löwdin population analysis, charges in e, atoms 1 to 5: number 1, Cl, carries 0.466; number 2, O, carries 0.177; number 3, N, carries 0.165; number 4, N, carries -0.444; number 5, C, carries -0.422